Run i
C8H13NO3 | ωB97M-V/def2-TZVPD

```
! wB97M-V def2-TZVPD RIJCOSX def2/J DEFGRID3
* xyz 0 1
O -0.7098 0.7323 2.4097
O 1.2402 1.9732 -0.3503
O 3.0999 0.4006 -0.3069
N 0.9387 0.6229 -0.1415
C 2.0565 -0.1582 0.0345
C -1.4682 1.9172 -0.9865
C -1.0316 0.9114 0.0260
C -0.5526 -1.6707 -0.5492
C -0.7101 1.4100 1.4103
C -1.6049 -0.5137 -0.2686
C 1.8441 -1.5304 0.4626
C 0.3941 -1.8774 0.6365
H -1.2006 -2.4715 -0.9701
H 2.2553 1.8310 -0.4796
H 0.0491 -1.1491 1.4606
H -2.2855 -0.4744 -1.0897
H -1.0771 2.8513 -0.4448
H -1.0139 1.9883 -1.9666
H 2.3839 -1.7460 1.3707
H -0.3446 2.3844 1.2357
H 0.0727 -1.4955 -1.4102
H 2.1765 -2.2118 -0.4059
H -2.5067 1.9559 -1.2072
H -2.2635 -0.7464 0.5443
H 0.2581 -2.9335 0.9863
*
```

Summary:
lowest unoccupied orbital energy: -0.655 eV
E_HOMO: -8.51 eV

Run ii
C8H13NO3 | ωB97M-V/def2-TZVPD

```
! wB97M-V def2-TZVPD RIJCOSX def2/J DEFGRID3
* xyz 0 1
O 3.2973 -2.3000 0.3637
O 1.5891 -0.9762 -0.2818
O -0.7643 0.3252 1.9184
N 0.2179 -0.3496 1.4664
C 0.5689 -0.2536 0.1480
C 2.0337 -2.0165 0.4394
C -0.2301 0.5375 -0.8564
C 0.3873 0.3805 -2.2475
C -1.6702 0.0021 -0.8685
C 1.0099 -1.0911 2.2606
C 0.4441 -1.7395 3.4461
C -0.2335 2.0175 -0.4478
H -2.2758 0.6033 -1.5409
H 0.7813 2.4090 -0.4127
H 3.8423 -1.6587 -0.1287
H 1.1994 -1.8951 4.2137
H -0.3896 -1.1401 3.8268
H -0.6858 2.1253 0.5345
H -2.0941 0.0631 0.1303
H 0.4534 -0.6674 -2.5285
H -1.6920 -1.0320 -1.2051
H 0.0495 -2.7152 3.1525
H 1.3834 0.8150 -2.2851
H -0.8052 2.5951 -1.1686
H -0.2361 0.8902 -2.9771
*
```

Summary:
lowest unoccupied orbital energy (alpha / beta): -0.401 / -0.403 eV
E_HOMO (alpha / beta): -7.83 / -7.82 eV

The least stable of them is run ii.

Run i
C3H10NO | ωB97M-V/def2-TZVPD

```
! wB97M-V def2-TZVPD RIJCOSX def2/J DEFGRID3
* xyz 1 1
O 2.2036 -0.9874 0.4476
N -0.5598 -0.2107 0.3951
C -0.1556 0.8455 -1.6417
C -0.6095 1.1017 -0.1762
C -1.5476 -0.6623 1.0585
H -0.8693 0.8288 -2.3331
H 0.5585 1.6022 -1.8779
H 0.3122 1.7867 0.2337
H 0.0454 -0.7587 0.0289
H -2.4371 -0.0437 1.4092
H -1.4968 1.7271 -0.0449
H -1.8627 -1.6506 1.4695
H 2.6472 -0.8586 -0.2364
H 0.5244 -0.0311 -1.6041
H 2.7446 -0.9375 1.1645
*
```

Summary:
lowest unoccupied orbital energy: -5.046 eV
E_HOMO: -16.13 eV

Run ii
C3H10NO | ωB97M-V/def2-TZVPD

```
! wB97M-V def2-TZVPD RIJCOSX def2/J DEFGRID3
* xyz 1 1
O 0.9491 1.1659 0.6957
N 1.3080 -1.4255 -0.6611
C -1.1767 0.6622 -0.0510
C 0.3727 -2.2081 -0.2923
C -0.2961 1.8050 0.4028
H -0.4220 -1.8911 0.3819
H -0.2143 2.5783 -0.3766
H -1.4452 -0.0453 0.7463
H -0.8464 2.3118 1.2207
H 1.0987 1.2002 1.6514
H 1.6968 -1.4246 -1.6098
H -2.1772 0.9447 -0.4824
H -0.7396 0.0977 -0.8864
H 1.4852 -0.4958 -0.2313
H 0.4070 -3.2753 -0.5080
*
```

Summary:
lowest unoccupied orbital energy: -5.925 eV
E_HOMO: -14.78 eV

The least stable of them is run i.